C29H81N9O8 | ωB97M-V/def2-TZVPD

Properties
relative energy (zero: lowest compared OMol25 entry of this formula, charge and spin) = 27.7 kJ/mol
SMILES = COC[C@H](C)N.COC[C@H](C)N.COC[C@H](C)N.COC[C@H](C)N.COC[C@H](C)N.COC[C@H](C)N.COC[C@H](C)N.NC(N)=O
E_HOMO = -8.04 eV

Structure (ORCA input):
```
! wB97M-V def2-TZVPD RIJCOSX def2/J DEFGRID3
* xyz 0 1
C -0.20287 6.77143 1.05464
O -0.85058 5.80946 1.83126
C -0.73331 4.53036 1.31229
C -1.60576 3.55318 2.08646
C -0.95318 3.15004 3.37804
N -1.84742 2.39667 1.18357
H -0.54396 6.73660 0.01707
H 0.89210 6.65826 1.12702
H -0.35127 7.76246 1.48499
H -0.95811 4.49738 0.23723
H 0.29252 4.11390 1.36658
H -2.55581 4.07292 2.26978
H -0.72494 4.02374 3.99486
H 0.03177 2.69829 3.21873
H -1.57142 2.49237 3.99204
H -2.59893 2.67657 0.55894
H -2.22772 1.60951 1.73909
C 1.08133 3.91404 -1.60915
O 1.19532 4.07037 -2.99325
C 0.23606 4.91791 -3.51095
C 0.33163 4.90071 -5.00907
C 1.71438 5.15015 -5.56428
N -0.61535 5.87049 -5.62744
H 0.16932 3.35576 -1.37202
H 1.07897 4.85815 -1.04618
H 1.95862 3.38530 -1.24136
H -0.80198 4.63953 -3.24046
H 0.30113 5.94903 -3.12076
H -0.02789 3.90955 -5.32681
H 2.31484 4.24902 -5.41797
H 2.24966 5.95543 -5.05910
H 1.69035 5.38388 -6.62750
H -1.57064 5.62211 -5.36996
H -0.60308 5.68568 -6.62629
C 0.56957 -1.14822 5.56136
O 0.69412 -1.04883 4.16023
C 0.71913 -2.32249 3.52434
C 2.09219 -2.92510 3.30602
C 3.04992 -1.96150 2.63550
N 1.92005 -4.15585 2.52667
H 1.32604 -1.77786 6.02978
H -0.45339 -1.46335 5.80775
H 0.64562 -0.15307 6.00705
H 0.09689 -3.05540 4.06006
H 0.20381 -2.25392 2.55649
H 2.53091 -3.23558 4.26127
H 3.08115 -1.02123 3.20111
H 2.72347 -1.70282 1.62277
H 4.06712 -2.34614 2.56463
H 1.54041 -3.92182 1.60198
H 2.82760 -4.54205 2.28703
C -0.23806 0.88696 -3.83636
O 0.16070 -0.39481 -3.43565
C -0.11397 -1.42223 -4.35295
C -1.56477 -1.88465 -4.31338
C -1.87732 -2.39852 -2.89687
N -1.73268 -3.01489 -5.27883
H -1.33277 0.90641 -3.91688
H 0.13544 1.18821 -4.82620
H 0.13341 1.63628 -3.14124
H 0.18710 -1.11527 -5.36709
H 0.49878 -2.31546 -4.18356
H -2.27329 -1.08838 -4.53920
H -2.90608 -2.73449 -2.79224
H -1.72781 -1.57990 -2.16831
H -1.12905 -3.10174 -2.52492
H -1.19201 -3.80707 -4.95092
H -2.71304 -3.26448 -5.20772
C -3.22120 -3.39375 0.58314
O -2.23850 -4.33968 0.33474
C -0.94970 -3.89099 0.70510
C 0.11369 -4.68503 -0.01695
C 0.27577 -6.10480 0.51963
N 1.38454 -3.99570 0.08078
H -3.09436 -2.50302 -0.05340
H -3.24168 -3.07623 1.63490
H -4.18917 -3.82204 0.32473
H -0.85590 -2.82640 0.42474
H -0.81676 -3.96143 1.79713
H -0.24472 -4.79146 -1.05262
H -0.68474 -6.61419 0.65574
H 0.79927 -6.15352 1.47424
H 0.82397 -6.70507 -0.21204
H 2.03144 -4.30509 -0.63000
H 1.27877 -2.98119 0.03878
C 3.75659 -1.54791 -5.05381
O 4.31844 -1.65265 -3.77475
C 4.39357 -0.40599 -3.12971
C 4.14374 -0.48875 -1.65494
C 3.89309 0.85260 -0.98199
N 5.24839 -1.16013 -0.91290
H 4.19615 -0.74881 -5.66641
H 2.66912 -1.40497 -5.03243
H 3.93383 -2.46886 -5.61656
H 5.42956 -0.03940 -3.24785
H 3.76610 0.37246 -3.57432
H 3.25583 -1.10839 -1.46460
H 4.65629 1.60269 -1.20989
H 3.94347 0.73769 0.10185
H 2.89381 1.18595 -1.26585
H 5.35373 -2.11221 -1.23934
H 5.03892 -1.14484 0.07391
C -3.75568 -2.25045 6.53026
O -4.11289 -1.12338 5.79319
C -4.00341 -1.26658 4.38382
C -3.41972 0.01276 3.82078
C -4.39674 1.15019 4.02020
N -3.07325 -0.04856 2.40632
H -2.71561 -2.58735 6.39051
H -4.39447 -3.12656 6.34636
H -3.83473 -2.02693 7.59562
H -3.37934 -2.13259 4.13861
H -5.02542 -1.38205 3.99756
H -2.54236 0.27073 4.42272
H -3.95978 2.09987 3.69650
H -4.71297 1.28954 5.05313
H -5.30872 1.03177 3.42230
H -3.90371 -0.23586 1.85390
H -2.39037 -0.78578 2.25300
N 0.58536 0.27319 1.73981
C 0.72229 -0.10626 0.43506
N -0.04894 0.61260 -0.44960
O 1.42243 -1.06409 0.11045
H 0.96326 -0.30574 2.46726
H -0.06777 0.98995 2.00134
H -0.14138 0.27364 -1.39161
H -0.71039 1.28810 -0.06834
*
```


C14H31InN4O6S | ωB97M-V/def2-TZVPD

Properties
E_HOMO = -15.48 eV

Structure (ORCA input):
```
! wB97M-V def2-TZVPD RIJCOSX def2/J DEFGRID3
* xyz 2 1
In 0.14939 0.45090 -0.38819
C 2.54242 -1.00333 -2.20731
C 1.56916 -0.31464 -3.15323
O 0.26835 -0.48770 -2.58862
C -0.81259 0.04126 -3.37330
C -2.06882 -0.42818 -2.67615
O -1.92596 -0.10458 -1.28257
C -2.51337 -1.04504 -0.36544
C -1.59209 -2.23739 -0.20316
O -0.26278 -1.75053 0.10908
C 0.76785 -2.69892 -0.22102
C 2.10424 -2.01599 -0.05779
O 2.14264 -0.80323 -0.82838
H 3.54763 -0.60272 -2.33184
H 2.56199 -2.07378 -2.40949
H 1.61339 -0.79751 -4.13150
H 1.78153 0.74865 -3.27956
H -0.76375 -0.35164 -4.38963
H -0.73890 1.13262 -3.40327
H -2.18306 -1.50632 -2.79805
H -2.95403 0.07223 -3.06919
H -3.49139 -1.36326 -0.72697
H -2.64651 -0.49678 0.56448
H -1.52739 -2.81265 -1.12982
H -1.92814 -2.89501 0.59867
H 0.62563 -3.01912 -1.25699
H 0.68569 -3.56534 0.43711
H 2.91130 -2.68061 -0.36562
H 2.29681 -1.73958 0.97752
N 1.07813 0.43868 1.77929
N 0.33512 1.39494 2.49972
C -0.94160 1.77718 2.05241
O -1.63740 2.44546 2.76964
O -1.24450 1.41037 0.82830
H 1.05286 -0.46812 2.24295
H 2.04882 0.74439 1.73041
H 0.48018 1.43658 3.49877
C -2.25386 5.77462 0.13720
C -1.04088 5.12500 0.77714
N -0.48952 4.02885 -0.04868
C 0.66225 3.95758 -0.67572
S 1.29033 2.43697 -1.33539
N 1.45526 4.98454 -0.93688
C 1.16792 6.42993 -0.89433
C 1.98664 7.13107 -1.96080
H -2.63154 6.56092 0.78905
H -3.05198 5.04459 0.00151
H -2.02748 6.21380 -0.83465
H -1.32453 4.66065 1.72188
H -0.24804 5.83325 0.99521
H -1.00605 3.15975 0.02848
H 2.34975 4.74134 -1.33868
H 1.40856 6.82146 0.09454
H 0.10436 6.57208 -1.07259
H 3.05563 6.98872 -1.79443
H 1.79089 8.20095 -1.92718
H 1.73088 6.76842 -2.95606
*
```


C25H30N3O4S | ωB97M-V/def2-TZVPD

Properties
relative energy (zero: lowest compared OMol25 entry of this formula, charge and spin) = 0.0 kJ/mol
E_HOMO = -3.10 eV

Structure (ORCA input):
```
! wB97M-V def2-TZVPD RIJCOSX def2/J DEFGRID3
* xyz -1 1
C -3.69997 0.28744 0.87230
N -3.35315 0.57574 -0.51876
C -4.41859 0.64441 -1.42037
S -6.00303 0.30626 -0.99342
N -4.07974 1.05734 -2.69990
C -5.17423 1.24764 -3.66675
C -2.75658 1.26378 -3.16610
O -2.53682 1.50933 -4.35662
C -1.68202 1.20710 -2.17100
C -0.42299 1.50095 -2.60278
C 0.83039 1.48976 -1.88113
C 1.21589 0.37427 -1.12246
C 2.36091 0.39579 -0.35310
C 3.21565 1.54048 -0.35564
N 4.34583 1.57090 0.41811
C 4.82800 0.36731 1.08103
C 3.69394 -0.51397 1.59547
C 2.69342 -0.81445 0.46660
C 5.33521 2.63086 0.30143
C 4.70529 3.98435 0.00444
C 3.73199 3.89144 -1.19042
C 2.86800 2.65781 -1.17512
C 1.74086 2.57615 -1.97774
C -2.06940 1.13325 -0.76365
O -1.36075 1.52912 0.16263
H -2.81383 0.41561 1.49140
H -4.50920 0.95140 1.19548
H -4.06891 -0.73888 0.93120
H -4.76370 1.69361 -4.57446
H -5.63064 0.27727 -3.89598
H -5.92418 1.89436 -3.20672
H -0.36351 1.85857 -3.63082
H 0.59377 -0.52303 -1.18239
H 5.44838 -0.20375 0.36948
H 5.49222 0.67223 1.90363
H 4.07731 -1.44572 2.02127
H 3.15467 -0.00849 2.40870
H 1.75093 -1.22261 0.86295
H 3.09482 -1.58830 -0.20857
H 5.91079 2.65139 1.23989
H 6.04577 2.36109 -0.49744
H 4.16113 4.34879 0.88631
H 5.48821 4.72782 -0.18197
H 3.07950 4.77665 -1.21708
H 4.30804 3.92605 -2.12990
H 1.52945 3.36391 -2.69867
C -3.11067 -2.50515 2.68253
C -1.83154 -3.13730 2.29103
C -1.08187 -3.59815 3.49748
C 0.10344 -4.52015 3.43370
O -1.49841 -3.28414 4.62655
C -1.61520 -3.70427 0.98742
C -2.63722 -3.56853 -0.12028
O -0.59257 -4.35727 0.71849
H -3.72538 -2.22610 1.82719
H -3.67033 -3.22238 3.31978
H -2.94538 -1.61695 3.31748
H 0.33679 -4.79609 2.40368
H 0.96218 -4.00111 3.88456
H -0.13379 -5.41555 4.03946
H -3.58219 -3.10048 0.16496
H -2.19405 -2.97373 -0.93196
H -2.85292 -4.57372 -0.51546
*
```


Number 1: lowest unoccupied orbital energy 0.37 eV, M 684.02 g/mol. Number 2: lowest unoccupied orbital energy -5.41 eV, M 498.31 g/mol. Number 3: lowest unoccupied orbital energy 1.13 eV, M 468.60 g/mol.